# 1
DFT (ωB97M-V/def2-TZVPD) results for C27H27N5P2PtSSe as an isolated structure.

Calculated values
E_LUMO (spin up / spin down), eV: 0.46 / -0.41
HOMO energy (spin up / spin down), eV: -5.4965 / -6.8183
Multiplicity: 3

Structure (XYZ):
```
64
Properties=species:S:1:pos:R:3:forces:R:3
Pt -0.230525 -1.662199 -1.509339 -0.0499 -0.0509 0.0277
N 1.040385 0.984099 -0.674285 -0.0514 -0.0924 -0.1507
P 1.561369 -0.630012 -0.721134 0.0603 0.1085 0.0251
C 3.135830 -0.635451 -1.621463 0.0242 0.0288 0.0336
C 4.270406 0.000034 -1.117440 0.0081 -0.0032 0.0049
C 5.441612 0.022910 -1.855589 0.0097 -0.0105 -0.0249
C 5.490435 -0.603043 -3.096351 0.0098 0.0129 0.0184
C 4.370556 -1.250073 -3.594436 -0.0282 -0.0103 -0.0006
C 3.191613 -1.266348 -2.859645 0.0129 -0.0017 -0.0090
C 2.072172 -1.004661 0.985365 0.0066 0.0331 0.0160
C 2.353169 -0.000287 1.908536 -0.0167 -0.0148 -0.0108
C 2.741611 -0.320597 3.202136 -0.0010 0.0071 0.0088
C 2.851720 -1.649622 3.584886 -0.0034 -0.0017 -0.0071
C 2.570592 -2.656320 2.670367 -0.0001 -0.0012 -0.0029
C 2.180741 -2.336747 1.378153 0.0107 -0.0300 0.0007
P -0.543397 1.068518 -1.354637 0.0616 0.0145 0.0197
C -0.505910 2.859615 -1.807727 0.0049 0.0410 0.0171
C 0.149244 3.185185 -2.996946 0.0024 0.0014 -0.0026
C 0.226424 4.499871 -3.427590 0.0035 -0.0111 -0.0004
C -0.372600 5.508727 -2.684123 -0.0076 0.0031 0.0040
C -1.038927 5.195726 -1.508869 0.0074 0.0063 -0.0075
C -1.102795 3.879321 -1.069753 -0.0008 -0.0113 0.0038
C -1.664507 1.096105 0.091803 -0.0243 -0.0047 0.0018
C -1.220072 1.003546 1.404873 -0.0057 0.0097 -0.0062
C -2.128500 0.913154 2.452554 -0.0056 0.0041 0.0008
C -3.492843 0.910680 2.195226 0.0026 0.0095 0.0019
C -3.946586 1.006826 0.884818 0.0010 0.0019 -0.0129
C -3.037328 1.094041 -0.158975 0.0028 -0.0106 0.0227
H 1.634520 1.801069 -0.634762 0.0003 0.0010 0.0624
H 4.245506 0.464190 -0.137378 -0.0022 0.0001 -0.0124
H 6.320149 0.517798 -1.462027 0.0007 -0.0003 0.0003
H 6.408878 -0.592129 -3.669256 -0.0002 -0.0003 -0.0010
H 4.411716 -1.749114 -4.553856 0.0045 0.0025 -0.0011
H 2.310950 -1.778765 -3.229819 -0.0057 0.0027 -0.0013
H 2.251537 1.040445 1.623478 0.0124 -0.0043 -0.0012
H 2.955823 0.469861 3.910355 0.0003 -0.0043 0.0038
H 3.152507 -1.901048 4.593890 0.0031 0.0037 0.0006
H 2.650836 -3.695460 2.963565 -0.0005 0.0018 0.0009
H 1.938597 -3.126759 0.674795 -0.0011 0.0117 -0.0077
H 0.598808 2.395818 -3.590682 -0.0022 -0.0023 -0.0018
H 0.742509 4.736383 -4.349325 -0.0002 0.0026 0.0002
H -0.324265 6.535135 -3.024420 0.0013 0.0007 0.0022
H -1.508045 5.979122 -0.926913 -0.0014 -0.0009 0.0007
H -1.618817 3.647847 -0.146247 -0.0005 0.0041 -0.0051
H -0.157045 0.984953 1.606518 0.0005 -0.0039 0.0018
H -1.767097 0.849775 3.472649 -0.0012 0.0001 -0.0012
H -4.203295 0.841984 3.010202 0.0020 -0.0011 -0.0002
H -5.009690 1.006626 0.678240 0.0006 -0.0005 0.0040
H -3.395263 1.146104 -1.181891 0.0039 -0.0040 -0.0028
C -3.718056 -2.747517 3.090703 0.0054 0.0019 -0.0045
C -3.883652 -2.531811 1.634637 0.0100 0.0098 0.0105
N -5.012027 -2.428822 1.010057 -0.0132 -0.0072 -0.0082
N -4.649931 -2.223353 -0.286429 0.0021 -0.0070 -0.0253
C -3.322411 -2.178257 -0.485664 -0.0240 0.0406 0.0381
S -2.591350 -1.959236 -1.989818 -0.0188 -0.0084 -0.0343
N -2.825620 -2.382411 0.765089 -0.0058 -0.0196 0.0188
N -1.480456 -2.344618 1.111309 0.0031 -0.0251 -0.0244
H -4.699950 -2.892697 3.532828 -0.0012 -0.0033 -0.0006
H -3.247917 -1.880311 3.559199 0.0010 -0.0029 -0.0053
H -3.102173 -3.626065 3.287529 -0.0036 -0.0018 -0.0022
H -5.344325 -2.132791 -1.006811 0.0034 -0.0076 0.0090
H -0.998038 -3.183368 0.781483 -0.0058 0.0142 0.0088
H -1.396665 -2.206198 2.109166 0.0033 0.0004 -0.0057
Se 0.269860 -4.069389 -1.440827 -0.0039 -0.0208 0.0133
```
Positions in Å, forces in eV/Å.

# 2
DFT (ωB97M-V/def2-TZVPD) results for a 2-piece molecular cluster, C2H3BrS overall in a non-equilibrium geometry.

Calculated values
E_LUMO, eV: 0.15
HOMO energy, eV: -9.8477

Structure (XYZ):
```
7
Properties=species:S:1:pos:R:3:forces:R:3
C -2.367237 1.196448 -0.679334 0.1654 -0.1834 0.9406
C 1.086301 -0.640834 0.630350 -0.7563 0.1738 -2.1071
S -3.079560 1.473808 -1.980960 -0.4004 0.1861 -0.8803
Br 0.814191 0.785946 -0.727396 0.2687 -1.1566 0.9346
H 0.330356 -0.818265 1.314789 -2.2599 0.3414 0.7712
H 1.878362 -0.410089 1.204455 2.9341 1.4755 1.6926
H 1.337588 -1.587014 0.238096 0.0484 -0.8368 -1.3516
```
Positions in Å, forces in eV/Å.

# 3
DFT (ωB97M-V/def2-TZVPD) results for C49H45ClN10O6Tl as an isolated structure in a non-equilibrium geometry.

Calculated values
E_LUMO (spin up / spin down), eV: 0.99 / 0.99
Total charge: -1
HOMO energy (spin up / spin down), eV: -4.4105 / -4.4107

Structure (XYZ):
```
112
Properties=species:S:1:pos:R:3:forces:R:3
Tl -0.204078 0.808716 -1.960032 -0.9521 -0.5224 -0.1246
C -3.704115 2.975002 -3.788103 1.5150 0.0905 -0.1839
C -3.029170 4.199610 -4.040239 -0.8755 -0.4256 0.2382
C -1.700443 4.187419 -4.377119 0.0075 -1.0693 -0.3352
C -1.027856 2.934491 -4.357354 -1.3516 0.3403 1.0033
N -1.637957 1.763821 -4.025165 1.0865 1.1639 -0.0670
C -2.950614 1.795054 -3.829010 -0.9484 0.5328 0.1134
N 0.251517 2.944443 -4.760186 0.7919 -0.6042 -0.4597
C 1.233738 2.202603 -4.416283 -0.7386 0.3462 0.7436
N 1.524377 1.454855 -3.277729 -0.9085 0.0371 0.2711
C 2.842060 1.073498 -3.315617 0.3977 -0.6355 0.2892
N 3.600294 0.481734 -2.461339 -0.0824 0.9087 -2.0704
C 3.327000 -0.410721 -1.520042 -0.2681 -1.0886 2.2659
C 4.145762 -0.332521 -0.334426 -0.2043 0.6218 -1.0176
C 3.882666 -1.166421 0.708079 -0.0832 -0.4105 0.8278
C 2.970823 -2.222591 0.494840 0.0413 0.0990 -0.3309
C 2.319961 -2.304306 -0.726722 -0.1062 -0.1756 0.0100
N 2.398100 -1.377502 -1.697838 0.6566 0.4510 0.2929
C 3.402576 1.502753 -4.614231 0.4245 0.4912 -0.9685
C 4.656938 1.305434 -5.213378 0.1723 -0.2928 1.3422
C 4.882768 1.839312 -6.474407 -0.8538 -0.1953 0.2111
C 3.874683 2.539739 -7.132772 -0.5793 0.0085 0.7491
C 2.619131 2.738227 -6.521474 0.2487 0.1628 -0.6867
C 2.381657 2.191293 -5.276584 2.6278 -0.4034 -0.5005
H -4.736098 2.963474 -3.514885 -0.4715 -0.0984 -0.0372
H -3.593527 5.140401 -3.991426 0.2884 -0.4032 -0.0611
H -1.152109 5.044176 -4.747818 -0.0597 0.0361 0.3003
H -3.398049 0.808182 -3.743311 -0.1508 0.1987 0.4064
H 4.940340 0.429156 -0.353370 -0.5808 -0.3396 0.2963
H 4.358801 -1.016969 1.700574 -0.1599 -0.2842 -0.8647
H 2.822490 -3.016300 1.210030 -0.0404 0.0438 0.2277
H 1.703923 -3.184273 -0.966346 0.0269 0.5115 0.1850
H 5.476372 0.779662 -4.664570 -0.9372 0.4130 -0.4991
H 5.810653 1.649892 -6.967438 0.5269 0.0597 -0.2075
H 4.091098 2.936700 -8.108819 -0.1607 0.1601 -0.2334
H 1.838384 3.312885 -7.013204 0.1071 -0.1207 0.0156
O -0.039605 -5.131105 -3.064990 0.0530 -1.1805 -0.4801
C 0.390926 -4.555022 -4.232594 0.0968 0.5468 0.3556
C 1.046805 -5.322710 -5.195649 0.2891 -0.7181 0.0618
C 1.693139 -4.748446 -6.281357 0.0061 -0.1320 -0.4834
C 1.657546 -3.366041 -6.435809 0.4620 -0.1786 -0.2474
C 0.961972 -2.608258 -5.522966 -0.8554 0.2602 -0.2082
C 0.273832 -3.161441 -4.429480 0.9439 0.1006 -0.5015
C -0.322219 -2.121018 -3.555224 -1.1000 0.5130 0.9663
O -0.114565 -0.900320 -3.827066 0.2846 0.0834 0.3828
N -1.093084 -2.530171 -2.540217 1.7255 -1.5038 -0.9450
N -1.499462 -1.553586 -1.772696 -1.5121 1.6421 1.8080
C -2.295193 -1.934023 -0.784677 1.2907 0.0566 -0.9352
C -3.093914 -1.092603 0.042172 -0.4875 1.8360 0.2574
C -4.091717 -1.706869 0.826324 0.4052 0.0940 0.1080
C -4.962709 -0.997918 1.627327 -0.1099 0.3698 0.0888
C -4.869246 0.427663 1.695763 -0.1086 -1.1657 -0.2996
C -3.988806 1.076773 0.864289 0.7904 0.9102 0.1392
C -3.080474 0.389686 -0.018907 -0.5672 -2.1595 0.4616
O -2.381127 1.031442 -0.855796 1.2224 0.8349 -0.9477
H 0.127365 -6.108116 -3.123065 -0.1897 1.3626 0.0195
H 1.130237 -6.413403 -5.038678 -0.1298 0.5888 -0.0639
H 2.197294 -5.378916 -7.038165 -0.2690 0.3668 0.6594
H 2.209263 -2.867240 -7.232261 -0.2382 -0.2228 0.0430
H 0.820937 -1.532193 -5.687387 0.3617 -0.5096 0.2703
H -2.339738 -3.025129 -0.630200 -0.4027 0.3297 -0.2306
H -4.131850 -2.794998 0.764335 -0.2003 0.1514 0.1365
H -5.749266 -1.539339 2.152380 0.2323 0.2305 0.0844
H -5.521480 0.957189 2.398261 0.2397 -0.0078 -0.4153
H -3.879190 2.181680 0.859960 -0.2115 -0.8182 0.0260
O 1.023952 5.090602 -0.339997 -1.1886 -1.8244 -1.7965
C 0.506492 4.454808 -1.310424 0.1876 0.1047 0.4353
O -0.147818 3.325191 -1.315366 1.0789 1.1069 0.2273
H 0.615251 4.947489 -2.344495 -0.1465 -0.4727 0.8554
C -1.370191 2.452248 6.434571 0.0222 0.5161 -0.0569
C -1.209851 1.833851 5.034222 -0.4850 0.3194 0.2874
C -2.515956 1.044635 4.680467 1.1599 -0.1822 0.2915
C -1.181076 2.992046 4.020644 0.7258 -0.1835 -0.1538
C 0.181744 1.072092 5.086081 -1.0236 -0.6004 -0.8094
O 1.216432 2.031879 5.100768 -0.0830 0.0606 -0.4428
C 0.347683 0.219619 6.362329 0.4900 0.1582 0.7530
C -0.574153 -0.977764 6.720097 0.2177 0.5010 0.7113
C -0.428023 -2.209623 5.882893 -0.3213 -0.1578 -0.5976
C -1.508924 -2.769016 5.164868 0.1686 0.5499 -0.0396
C -1.303258 -3.802881 4.275229 0.9075 -1.1554 -0.2816
C -0.006477 -4.354521 4.132102 -0.7787 0.9594 -0.1263
Cl 0.295883 -5.416199 2.770859 -0.0160 -0.0517 0.5554
C 1.039201 -3.868777 4.907979 0.1504 -0.3480 -0.5139
C 0.829998 -2.784679 5.748400 0.2978 -0.1665 0.3903
C 0.431268 0.077064 3.908764 -0.4658 -0.2407 -0.0051
N 0.698876 0.643472 2.589045 -0.2488 0.6111 -1.2984
C 0.349777 0.139419 1.366944 0.6564 0.6575 1.5773
N 0.734828 0.971958 0.428435 -0.4693 0.6056 -0.4869
C 1.245060 2.062496 1.089234 0.3007 -0.9588 1.0486
N 1.317585 1.882922 2.413243 -1.0799 -1.0674 -1.6281
H -2.132667 3.230500 6.388100 -0.1749 -0.0226 0.0584
H -0.435771 2.962015 6.730943 -0.3535 -0.3354 -0.0263
H -1.670020 1.727126 7.200590 0.0907 0.1224 -0.1349
H -3.392207 1.674203 4.853360 0.1513 -0.0083 0.0787
H -2.608168 0.134687 5.265234 -0.2002 -0.0728 0.1157
H -2.527969 0.753419 3.637434 -0.0011 -0.0446 -0.3598
H -2.160497 3.456271 3.984691 -0.1433 0.1591 0.0380
H -0.952790 2.625037 3.012401 -0.1513 0.1820 0.1728
H -0.428908 3.752821 4.281618 -0.3171 -0.2001 -0.0883
H 1.241154 2.387674 4.169762 0.3861 -0.2343 0.8930
H 0.374534 0.885379 7.258331 -0.0525 -0.3532 -0.8449
H 1.357080 -0.190793 6.296646 0.1521 0.1248 0.0360
H -1.617644 -0.663533 6.738270 0.0596 -0.0927 0.2599
H -0.250294 -1.243761 7.757512 -0.5263 0.1854 -0.6002
H -2.513684 -2.326433 5.165470 0.4823 -0.0637 0.3700
H -2.110145 -4.241421 3.682660 0.2112 0.3911 0.1471
H 2.031097 -4.302568 4.797274 -0.1718 0.1331 -0.0187
H 1.698401 -2.372821 6.297775 -0.6639 -0.2716 -0.3145
H -0.437292 -0.605098 3.804255 0.4978 0.3721 -0.0495
H 1.295298 -0.524142 4.175489 0.1266 -0.1065 0.0775
H -0.167244 -0.795996 1.213607 0.0427 -0.0343 0.0757
H 1.541685 2.972617 0.595737 0.0708 0.1408 -0.0336
```
Positions in Å, forces in eV/Å.